{
  "formula": "C42H57AuBN2O3SSeSi",
  "method": "ωB97M-V with the def2-TZVPD basis set",
  "symbols": ["H", "C", "C", "H", "H", "H", "Se", "O", "H", "H", "C", "H", "C", "C", "H", "H", "H", "H", "C", "H", "H", "C", "H", "C", "C", "H", "H", "C", "H", "C", "C", "H", "C", "C", "H", "B", "H", "C", "H", "H", "C", "H", "C", "C", "N", "H", "H", "O", "H", "H", "C", "C", "C", "S", "H", "C", "C", "C", "H", "H", "C", "H", "O", "H", "Au", "H", "H", "C", "C", "H", "Si", "C", "H", "H", "C", "H", "C", "H", "H", "N", "C", "H", "C", "H", "C", "H", "C", "C", "C", "C", "C", "C", "H", "H", "C", "H", "H", "C", "H", "H", "H", "H", "H", "C", "H", "H", "H", "H", "H"],
  "positions_angstrom": [[-1.669849, -2.246830, -6.762532], [3.720987, 6.079599, -0.344356], [-5.275135, 2.206055, -2.250025], [-5.308606, 3.916106, -0.919353], [-5.338639, -2.065290, -2.777555], [-1.188431, 1.933139, 5.307879], [-2.559716, 0.357033, 0.085929], [0.095273, 2.480963, -1.046074], [4.435359, -0.591802, -3.212296], [4.692593, -2.514349, 0.180724], [2.942858, -0.969764, 2.719079], [-4.289019, -2.801245, 0.001506], [-3.227047, -3.461926, -1.750902], [-3.017879, 5.609414, 1.147026], [2.535177, 1.570325, -2.337236], [4.850880, -1.317024, -1.666143], [-0.651786, -1.853716, 7.269849], [-1.746266, -3.081355, -4.440870], [-0.574058, -1.148705, 4.014703], [-2.629059, 6.723428, -2.027034], [2.642834, -3.600579, 1.907908], [2.239920, -2.848041, 1.225752], [4.894419, -2.578868, 1.924511], [2.091491, 5.035691, 1.078610], [2.108563, 0.596451, -2.566209], [4.769864, 0.433948, -1.822798], [2.349215, -1.986675, -3.335085], [-2.153246, -1.105613, -3.657818], [-1.956097, 2.813656, -3.173432], [2.208259, -1.865695, -2.258948], [-0.505884, -1.935568, 5.139570], [-4.849158, -0.962852, -1.485232], [-0.808291, 0.213937, 4.078458], [-4.123563, 2.757504, -3.084303], [-1.817173, 4.071806, 2.063616], [-0.499886, -0.343069, 2.000023], [-5.154684, -3.954364, -0.992466], [-4.517923, -3.069277, -1.032924], [-4.035191, 7.077127, -0.027862], [2.210625, 0.429273, -3.640779], [-5.351039, 2.827522, -0.858592], [1.135158, -1.914300, -2.056651], [-0.697428, -1.283121, 6.354988], [2.051475, 4.643550, -1.308451], [-2.232609, -1.234070, -2.281298], [3.644716, 6.327861, 1.783981], [-6.208357, 2.394200, -2.783952], [-0.790081, 0.743358, 2.796218], [3.663377, -0.173097, 2.889168], [-2.588252, 2.578720, -1.548979], [-2.447530, 6.149461, -1.130233], [-1.903846, -2.036789, -4.658346], [-5.294462, -1.934680, -1.695548], [0.149951, 3.333735, 0.191524], [-3.641693, 5.758875, 2.015340], [1.528672, 4.445089, -0.040921], [2.809715, -0.535371, -1.802117], [-3.239774, 6.346640, -0.003738], [1.041528, 0.657305, -2.339345], [4.588448, 6.712771, -0.462599], [-1.990863, 4.674922, 1.182715], [1.949781, -0.564701, 2.902153], [-0.404670, -1.523541, 2.691783], [3.569026, 5.645410, -2.438841], [0.111907, -0.007698, 0.076890], [3.125679, -1.742725, 3.467542], [-1.921437, -2.254497, -0.516780], [3.152009, 5.474157, -1.455972], [-2.301766, 0.724919, -5.246707], [-3.431624, -3.599810, -2.815662], [2.546629, -0.231692, 0.061131], [-2.056498, -0.200143, -6.242728], [-0.299250, -2.992091, 5.080946], [3.298808, 2.138315, -0.211235], [-1.006975, 0.869794, 5.269490], [-0.782043, 5.081041, -1.964011], [3.192511, 5.862800, 0.920573], [-4.532239, 2.497881, -0.218677], [2.676911, -2.715086, -1.769536], [-2.526960, 0.888077, -2.730206], [-1.861169, -1.558544, -5.953298], [1.615514, 4.131840, -2.154890], [4.553780, -1.948756, 1.099377], [1.676784, 4.849777, 2.059950], [-2.345737, 0.242523, -3.944008], [5.209689, -1.079275, 1.067064], [-2.447925, -0.016782, -1.740900], [3.388219, 1.369027, 0.552768], [-2.745078, 2.326523, -2.597753], [-1.191063, 4.507130, 0.065032], [4.306246, -0.501680, -2.130799], [3.080857, -1.571248, 1.315727], [2.245204, -3.277951, 0.227290], [-1.090144, 0.551523, 7.381754], [-1.413052, 5.231728, -1.099042], [-4.248504, 2.466776, -4.128735], [-2.883509, -4.425613, -1.369655], [-0.945332, 0.084484, 6.418784], [-2.008089, 0.131391, -7.269195], [-2.444402, 1.769861, -5.474230], [-5.186696, 1.119034, -2.173720], [2.976439, 1.775038, 1.474792], [-4.148265, 3.849449, -3.053929], [-2.061055, -2.496949, -1.571143], [-1.135377, -2.944533, -1.942473], [-6.316954, -1.901092, -1.325327], [1.205809, -2.668045, 1.507825], [4.449442, 1.178717, 0.717071], [-6.281069, 2.557607, -0.363364]],
  "forces_ev_per_angstrom": [[0.0093, -0.0347, -0.0562], [0.0016, -0.0083, 0.0204], [0.0002, 0.1024, 0.0373], [-0.0235, 0.0549, -0.0066], [-0.0150, -0.0080, -0.0714], [-0.0189, 0.0489, 0.0068], [0.1474, -0.0074, 0.2228], [0.0177, -0.1846, -0.2274], [0.0489, -0.0005, -0.0779], [0.0239, -0.0691, -0.1005], [0.0464, -0.0385, -0.0746], [-0.0097, -0.0390, 0.0496], [-0.0103, 0.0327, 0.0743], [-0.0086, -0.0023, -0.0230], [-0.0088, 0.1235, 0.0459], [0.0703, -0.1248, 0.0662], [0.0082, -0.0378, 0.0650], [0.0127, -0.0848, 0.0223], [-0.0993, 0.0075, 0.1385], [-0.0143, 0.0507, -0.0566], [0.0293, -0.0419, 0.0603], [-0.0620, 0.0966, 0.0363], [0.0083, -0.0449, 0.0407], [-0.0168, 0.0492, -0.0378], [0.1639, -0.1372, 0.0122], [0.0394, 0.1032, 0.0324], [-0.0090, 0.0003, -0.0995], [-0.0153, 0.1077, -0.1691], [0.0098, 0.0161, 0.0520], [0.0860, 0.0509, 0.0230], [-0.0006, 0.1166, -0.0265], [-0.0005, 0.0138, -0.0192], [-0.0964, -0.0515, 0.0985], [-0.0025, -0.1152, 0.0348], [0.0287, -0.0056, 0.0751], [0.9353, -0.0439, -0.3576], [-0.0038, -0.0115, 0.0077], [0.0031, 0.0091, -0.0469], [-0.0497, 0.0419, -0.0094], [-0.0043, -0.0157, -0.1010], [0.0144, -0.0301, -0.0310], [-0.0980, -0.0078, 0.0315], [-0.0221, 0.0493, -0.0176], [0.0319, -0.0151, 0.0246], [0.0644, 0.1583, 0.0520], [0.0243, 0.0265, 0.0507], [0.0008, 0.0051, -0.0057], [-0.0315, -0.0352, 0.0043], [0.0888, 0.0974, 0.0140], [0.0055, -0.0272, -0.0945], [0.0255, -0.0447, -0.0062], [0.0017, 0.0740, -0.0125], [0.0300, 0.0105, 0.0472], [-0.0890, 0.0229, 0.1152], [-0.0487, -0.0023, 0.0600], [-0.0223, -0.0466, -0.0428], [-0.0927, -0.0251, 0.0802], [-0.0083, -0.0391, 0.0166], [-0.1588, 0.0024, -0.0501], [0.0258, 0.0468, -0.0059], [-0.0176, -0.0397, -0.0394], [-0.1060, 0.0554, 0.0558], [-0.1991, 0.0212, -0.0694], [0.0212, -0.0139, -0.0192], [-0.4384, 0.6845, -0.0755], [0.0012, -0.0712, 0.0745], [0.0139, -0.0391, -0.0499], [-0.0156, -0.0099, -0.0151], [0.0277, -0.0690, 0.0271], [0.0120, -0.0448, -0.0245], [-0.3067, -0.3328, 0.6267], [0.0115, -0.0651, 0.0381], [-0.0189, -0.0994, -0.0174], [-0.0011, 0.0666, -0.1012], [0.0419, -0.0736, -0.0131], [0.0613, -0.0089, -0.0404], [-0.0057, -0.0043, -0.0205], [0.0373, 0.0259, 0.0044], [0.0601, -0.1143, 0.0355], [-0.0551, -0.0415, 0.0420], [-0.0063, 0.0870, 0.0085], [-0.0451, -0.0399, -0.0494], [-0.0523, 0.0438, 0.0222], [-0.0182, -0.0232, 0.0825], [0.0073, -0.1223, -0.1264], [0.0694, 0.0854, -0.0134], [0.1234, -0.1046, -0.0321], [-0.1725, 0.0171, -0.0689], [0.0434, 0.1641, 0.0690], [0.1020, 0.0460, 0.0755], [-0.1367, 0.0389, -0.1156], [0.1059, -0.0073, -0.2507], [0.0464, -0.0662, -0.1051], [-0.0026, 0.0130, 0.0453], [-0.0230, 0.0033, 0.0135], [-0.0018, -0.0008, -0.0440], [0.0104, -0.0228, -0.0082], [-0.0052, -0.0136, -0.0288], [-0.0084, 0.0050, -0.0549], [-0.0037, 0.0676, -0.0077], [-0.0330, -0.0410, -0.0017], [-0.0288, 0.0035, 0.1090], [0.0264, 0.0368, -0.0285], [0.0043, -0.1275, 0.0791], [-0.0172, 0.0194, 0.0251], [-0.0591, 0.0193, 0.0268], [-0.0479, -0.0130, -0.0054], [0.0920, 0.0013, 0.0187], [-0.0557, -0.0342, 0.0562]],
  "mulliken_charge": [0.4828, -0.5060, 0.1869, 0.2943, 0.2723, 0.5173, -0.0793, -0.6679, 0.5194, 0.3508, -1.8204, 0.2775, -0.9164, -0.6605, 0.2406, 0.3469, 0.4259, 0.4936, 0.6797, 0.4734, 0.5647, -1.4383, 0.5218, -0.3948, -1.7761, 0.3610, 0.5412, 0.2753, 0.4262, -1.9427, -1.2227, -0.1210, 0.8767, -0.9826, 0.4680, -0.4712, 0.3717, -0.6898, 0.4207, 0.5900, -0.9956, 0.2485, -0.5570, -0.0006, 2.6712, 0.4439, 0.4752, -0.5466, 0.3265, -0.4825, -0.7160, -1.2894, -0.6865, 0.1499, 0.4580, 0.4738, 2.4263, -0.5911, -0.0158, 0.4264, -0.3843, 0.2381, -0.4421, 0.4347, 3.2167, 0.5591, 0.1128, -0.9187, -1.2400, 0.3310, -0.2924, -0.9285, 0.5175, 0.2039, -1.1584, 0.4060, -0.8006, 0.0789, 0.3506, 1.5942, -0.8841, 0.3462, -1.9140, 0.4873, 1.0570, 0.3327, -2.4918, -1.2060, -0.4356, 0.3759, -1.8723, 2.5224, 0.1649, 0.4134, -0.3000, 0.4752, 0.5321, -0.5819, 0.4450, 0.4923, -0.2541, 0.3239, 0.4321, -0.6304, 0.2944, 0.5146, 0.0744, 0.4904, 0.4098],
  "mol_weight_g_mol": 984.82,
  "e_tot_ev": -142028.694,
  "multiplicity": 1,
  "charge": 1,
  "homo_energy_ev": -10.395
}